Record 1
{"formula": "C7H20CoN3O", "method": "wB97M-V/def2-TZVPD", "homo_energy_ev": [0.792, -2.343], "e_lumo_ev": [3.2, 3.2], "charge": -1, "multiplicity": 4, "symbols": ["C", "Co", "N", "H", "H", "H", "H", "H", "H", "H", "H", "C", "N", "C", "C", "C", "N", "C", "C", "O", "H", "H", "H", "H", "H", "H", "H", "H", "H", "H", "H", "H"], "positions_angstrom": [[-1.6986, 2.8811, -0.4736], [-0.2949, -1.7269, 0.6406], [1.2560, -1.8664, -0.9814], [-1.5067, -0.8260, -0.0240], [2.1672, -1.4537, -0.7409], [-0.8730, 2.8329, -1.1812], [-1.8841, 3.9073, -0.1847], [-1.3624, 2.3848, 0.4337], [-2.4717, 2.2165, -0.9200], [1.3528, -2.8765, -0.9234], [1.1305, -1.6613, -1.9705], [2.5951, -2.4856, 3.0596], [1.7767, -1.6202, 3.9368], [1.6135, -2.0518, 5.3175], [0.8852, -1.0305, 6.1300], [-0.3478, -0.4389, 5.4962], [-0.2230, -0.2914, 4.0601], [-1.3892, 0.2581, 3.3222], [0.7906, -0.8718, 3.3540], [0.7785, -0.7748, 2.0828], [2.8659, -1.9911, 2.1184], [2.1139, -3.4471, 2.7913], [3.5110, -2.6674, 3.6237], [1.0544, -2.9996, 5.3267], [2.6354, -2.1916, 5.6761], [1.6054, -0.2455, 6.3172], [0.5916, -1.5050, 7.0645], [-0.5484, 0.5569, 5.9166], [-1.2025, -1.0967, 5.7219], [-1.9238, -0.4992, 2.7146], [-2.1148, 0.6402, 4.0479], [-1.1015, 1.0972, 2.6547]]}

=====

Record 2
{"formula": "C3H3NO2", "method": "wB97M-V/def2-TZVPD", "homo_energy_ev": -10.513, "e_lumo_ev": 0.6, "symbols": ["C", "C", "O", "N", "C", "O", "H", "H", "H"], "positions_angstrom": [[-0.0922, 0.3227, -0.4988], [-1.2727, 0.6971, 0.2558], [-1.6202, 1.6089, 0.9115], [-2.4127, -0.4023, -0.0170], [-3.5724, -0.2313, -0.2523], [-4.6860, -0.1677, -0.4965], [-0.1088, 1.2840, -1.1064], [-0.3933, -0.5482, -1.0365], [0.7873, 0.1260, 0.0027]]}

=====

Record 3
{"formula": "C9H16NOS", "method": "wB97M-V/def2-TZVPD", "homo_energy_ev": [-11.944, -11.944], "e_lumo_ev": [-3.9, -3.9], "charge": 1, "symbols": ["C", "C", "C", "C", "C", "C", "C", "C", "C", "N", "O", "S", "H", "H", "H", "H", "H", "H", "H", "H", "H", "H", "H", "H", "H", "H", "H", "H"], "positions_angstrom": [[3.4281, -0.1592, -0.1525], [3.3614, 0.7689, 0.8388], [2.1526, -0.7546, -0.5286], [1.1942, -0.2703, 0.3820], [1.8502, -1.5026, -1.7896], [-1.1564, -0.9111, 2.0362], [-2.9387, 0.7739, 1.3714], [-1.2706, 1.1592, -2.3496], [-1.0923, 0.1343, -0.1475], [-1.5112, 0.3529, 1.2323], [-1.3506, 1.2577, -0.9214], [1.7693, 0.8426, 1.5210], [4.4584, -0.3747, -0.7227], [4.2596, 1.1354, 1.3764], [2.2300, -0.8473, -2.5923], [2.5314, -2.3353, -1.8299], [0.8251, -1.8125, -1.8957], [-1.3276, -1.8289, 1.3812], [-0.1128, -0.8018, 2.3294], [-1.7056, -0.8616, 3.0448], [-3.0899, 1.1550, 2.4007], [-3.1419, 1.5192, 0.5982], [-3.5440, -0.1429, 1.1979], [-1.7212, 2.0480, -2.6447], [-1.6604, 0.1440, -2.7709], [-0.2322, 1.1440, -2.5485], [-1.3625, -0.7919, -0.4439], [-0.8427, 0.9595, 1.6276]]}

=====

Record 4
{"formula": "C12H17N2", "method": "wB97M-V/def2-TZVPD", "homo_energy_ev": -12.467, "e_lumo_ev": -2.5, "charge": 1, "symbols": ["C", "C", "C", "N", "C", "C", "C", "C", "C", "C", "C", "C", "N", "C", "H", "H", "H", "H", "H", "H", "H", "H", "H", "H", "H", "H", "H", "H", "H", "H", "H"], "positions_angstrom": [[-4.4690, -0.5024, -0.6412], [-3.0919, -0.5703, -0.3299], [-1.9512, -0.6976, 0.0334], [-0.6022, -0.6307, 0.2441], [0.0659, -0.9226, 1.4775], [1.3022, -1.2309, 1.2350], [2.5461, -1.7565, 0.6951], [1.5486, -1.0784, -0.3116], [0.1878, -1.5794, -0.7862], [1.5761, 0.4713, -0.5865], [2.1033, 0.7914, -1.9445], [0.0979, 0.9339, -0.3074], [-0.0322, 1.9283, 0.6085], [0.4813, 1.9466, 1.9617], [-5.0984, -0.3253, 0.1823], [-4.7470, 0.2264, -1.4134], [-4.6606, -1.5014, -1.0391], [-0.5716, -0.7627, 2.2894], [3.4385, -1.2269, 0.8517], [2.6974, -2.7882, 0.5825], [-0.1780, -1.2789, -1.7060], [0.0067, -2.6592, -0.6347], [2.1759, 1.0708, 0.2575], [2.1789, 1.8254, -2.0593], [1.3227, 0.6627, -2.7783], [3.0899, 0.3267, -2.1867], [-0.4945, 1.1614, -1.2219], [-0.8794, 2.3461, 0.5311], [1.4228, 1.3411, 2.0481], [0.7070, 2.9644, 2.2090], [-0.1730, 1.5147, 2.7396]]}

=====

Table of ΔE to the lowest compared entry with this formula, charge and spin (kcal/mol), in record order: 6.67, 27.54, 85.53, 153.26
Table of E_tot (hartree), in record order: -1900.8655, -321.3338, -880.2876, -576.4846